No. 1
Molecular formula: C7H10N2O2Os
Method: DFT, ωB97M-V with the def2-TZVPD basis set

Values from the calculation:
Maximum force   3.70 eV/A
Orbital gap (alpha / beta)   0.2292 / 0.2603 hartree

```
! wB97M-V def2-TZVPD RIJCOSX def2/J DEFGRID3
* xyz 0 5
C -1.49 -0.21 -1.45
C -1.26 1.00 -0.71
C -1.50 0.72 0.69
C -1.82 -0.64 0.81
C -1.80 -1.23 -0.50
Os 0.30 -0.42 -0.27
N 0.27 -2.43 -0.05
C 1.86 0.76 -0.98
C 1.12 1.68 -0.25
H -1.49 1.48 1.48
H -1.11 1.99 -1.13
H -2.04 -1.17 1.73
H -2.02 -2.27 -0.73
H -1.36 -0.32 -2.53
H 0.66 2.46 -0.86
H 2.77 0.37 -0.53
H 1.18 -2.74 -0.50
H 1.50 2.00 0.72
H 1.83 0.69 -2.07
O 1.85 -0.86 3.34
N 1.87 -0.69 2.15
O 0.70 -0.17 1.64
*
```

Atom charges from the Mulliken analysis, given in e for atoms 1 to 2: number 1, C, carries -0.76; number 2, C, carries -0.30

No. 2
Molecular formula: C7H10N2O2S
Method: DFT, ωB97M-V with the def2-TZVPD basis set

Values from the calculation:
Maximum force   7.90 eV/A
SMILES string   C[C@@H](c1ccsc1)N(O)C(N)=O
Orbital gap   0.3495 hartree

```
! wB97M-V def2-TZVPD RIJCOSX def2/J DEFGRID3
* xyz 0 1
C 0.51 -1.40 -1.72
C 0.51 -0.26 -0.72
C -1.02 -0.06 -0.44
C -1.41 1.32 -0.16
C -2.75 1.43 -0.05
S -3.58 0.00 -0.26
C -2.10 -0.78 -0.48
N 1.51 -0.32 0.39
O 0.91 -1.21 1.32
C 1.87 0.88 0.97
N 1.90 0.91 2.31
O 2.00 1.76 0.26
H 1.65 -1.78 -1.94
H 0.05 -2.35 -1.42
H 0.04 -0.96 -2.73
H 0.89 0.56 -1.33
H -0.71 2.13 -0.46
H -3.34 2.29 0.02
H -1.91 -1.88 -0.71
H 1.46 -1.92 1.50
H 1.81 -0.18 2.75
H 1.71 1.81 2.90
*
```

Atom charges from the natural (NBO) analysis, given in e for atoms 1 to 2: number 1, C, carries -0.61; number 2, C, carries -0.08

No. 3
Molecular formula: C7H10N2O3
Method: DFT, ωB97M-V with the def2-TZVPD basis set

Values from the calculation:
Maximum force   7.32 eV/A
Orbital gap   0.3424 hartree

```
! wB97M-V def2-TZVPD RIJCOSX def2/J DEFGRID3
* xyz 0 1
C 0.01 1.58 -0.24
C -1.19 -0.17 -1.10
C 0.83 -1.22 -1.02
C 1.96 -0.75 0.19
C 0.95 -0.24 1.38
C -0.22 0.81 1.04
C -2.14 -0.01 0.14
H -0.74 2.03 -2.19
H -1.78 -0.45 -2.16
H 0.92 -2.28 -1.48
H 0.94 -0.50 -2.04
H 2.55 -1.85 0.67
H 3.01 0.06 0.06
H 0.41 -1.12 1.91
H 1.72 0.22 2.01
H -0.11 1.43 1.95
H -2.11 0.03 2.03
N -0.37 0.95 -1.44
N -1.48 0.22 1.30
O 0.73 2.68 -0.45
O -0.50 -1.37 -0.61
O -3.38 -0.07 0.05
*
```

Atom charges from the natural (NBO) analysis, given in e for atoms 1 to 2: number 1, C, carries 0.65; number 2, C, carries 0.13